# 1
Density functional theory data (wB97M-V/def2-TZVPD) for a 2-piece molecular cluster, C15H34N2O3PS overall at a distorted geometry.

Structure (ORCA input):
```
! wB97M-V def2-TZVPD RIJCOSX def2/J DEFGRID3
* xyz -1 1
N 4.021 3.474 0.023
C 4.285 3.051 -1.388
C 3.759 1.590 -1.556
O 2.456 1.394 -1.044
C 1.488 1.316 -2.095
C 0.121 1.743 -1.496
C 0.297 3.075 -0.687
C -0.842 4.062 -1.123
O -0.900 5.216 -0.268
P 3.495 4.322 -2.514
S 4.955 5.294 -3.432
H 4.118 4.490 0.017
H 4.817 3.119 0.549
H 5.374 3.075 -1.576
H 3.868 1.190 -2.585
H 4.418 0.953 -0.924
H 1.415 0.286 -2.507
H 1.793 1.978 -2.933
H -0.156 0.962 -0.758
H -0.631 1.815 -2.301
H 1.260 3.587 -0.887
H 0.250 2.903 0.400
H -0.663 4.408 -2.161
H -1.792 3.509 -1.043
H -0.176 5.776 -0.534
H 2.773 5.302 -1.774
H 2.660 3.764 -3.514
C -1.401 -5.066 0.688
C -2.103 -3.720 0.420
C -3.291 -3.564 1.387
C -2.912 -3.299 2.842
C -1.569 -2.580 2.992
C -1.124 -1.784 1.751
N -1.073 -2.691 0.615
O -0.653 -2.068 -0.564
C 0.300 -1.290 2.039
C -2.031 -0.553 1.570
C -2.705 -3.788 -0.988
H -0.577 -5.215 -0.011
H -2.094 -5.913 0.572
H -0.990 -5.113 1.698
H -3.926 -2.742 1.042
H -3.931 -4.455 1.342
H -3.706 -2.707 3.310
H -2.878 -4.241 3.398
H -1.609 -1.926 3.871
H -0.801 -3.325 3.223
H 0.991 -2.131 2.126
H 0.334 -0.730 2.983
H 0.667 -0.629 1.252
H -2.001 0.083 2.464
H -3.077 -0.818 1.399
H -1.704 0.060 0.729
H -3.423 -4.615 -1.053
H -1.943 -3.965 -1.747
H -3.235 -2.868 -1.240
*
```

Summary:
Orbital gap in hartree: 0.1289
LUMO in Ha: 0.0808
HOMO energy in eV: -1.308

***

# 2
Density functional theory data (wB97M-V/def2-TZVPD) for a 3-piece molecular cluster, C15H34O15P2S overall at a distorted geometry.

Structure (ORCA input):
```
! wB97M-V def2-TZVPD RIJCOSX def2/J DEFGRID3
* xyz 0 1
C -2.510 -0.932 0.424
O -2.735 0.478 0.557
C -2.751 0.861 1.933
C -1.327 1.156 2.486
O -1.443 1.158 3.926
C -1.325 2.529 4.239
O -1.957 3.068 5.034
O -0.368 3.026 3.388
C -0.625 2.474 2.065
C 0.545 2.449 1.057
C 0.684 1.111 0.272
C 1.851 0.181 0.754
C 1.955 0.017 2.301
S 1.388 -1.589 2.902
O 2.388 -2.608 2.841
O 0.180 -2.028 2.245
O 1.001 -1.342 4.477
H -1.457 -1.145 0.705
H -3.155 -1.542 1.085
H -2.614 -1.224 -0.637
H -3.238 0.050 2.512
H -3.368 1.786 1.987
H -0.751 0.232 2.275
H -1.408 3.158 1.672
H 0.535 3.347 0.414
H 1.477 2.555 1.661
H 0.925 1.387 -0.777
H -0.246 0.522 0.208
H 2.815 0.473 0.295
H 1.638 -0.829 0.335
H 3.028 0.102 2.568
H 1.438 0.791 2.896
H 0.352 -0.607 4.436
C 4.324 6.585 -3.684
O 3.418 5.508 -3.458
P 3.924 3.920 -3.217
O 2.886 3.592 -2.177
O 5.335 4.397 -2.561
C 5.382 4.729 -1.180
O 4.558 2.370 -3.323
C 3.641 1.294 -3.205
H 3.844 7.306 -4.347
H 4.528 7.083 -2.735
H 5.254 6.256 -4.141
H 4.394 4.944 -0.771
H 5.999 5.621 -1.067
H 5.841 3.908 -0.627
H 2.753 1.464 -3.813
H 3.365 1.149 -2.161
H 4.140 0.389 -3.554
C -4.602 -4.793 -3.428
O -3.505 -5.398 -2.748
P -3.170 -5.119 -1.119
O -2.745 -6.530 -0.821
O -4.733 -4.844 -0.755
C -5.581 -5.948 -0.466
O -2.732 -4.414 0.341
C -1.558 -4.896 0.995
H -4.315 -4.627 -4.467
H -5.450 -5.479 -3.417
H -4.887 -3.840 -2.988
H -5.176 -6.890 -0.835
H -6.541 -5.774 -0.953
H -5.736 -6.009 0.612
H -0.738 -5.019 0.289
H -1.773 -5.839 1.496
H -1.269 -4.162 1.747
*
```

Summary:
SMILES: COC[C@@H]1OC(=O)O[C@H]1CCCCS(=O)(=O)O.COP(=O)(OC)OC.COP(=O)(OC)OC
Orbital gap in hartree: 0.2871
LUMO in Ha: -0.0725
HOMO energy in eV: -9.786

***

# 3
Density functional theory data (wB97M-V/def2-TZVPD) for C15H34O16S3 as an isolated structure at a distorted geometry.

Structure (ORCA input):
```
! wB97M-V def2-TZVPD RIJCOSX def2/J DEFGRID3
* xyz 0 1
O -2.545 -3.443 4.268
S -1.336 -2.690 3.858
O -0.054 -2.976 4.585
O -1.122 -3.028 2.242
C -0.259 -4.057 1.728
C 0.066 -3.877 0.331
C -1.654 -0.877 3.967
H -0.739 -5.034 1.782
H 0.600 -4.233 2.375
H 0.911 -4.446 -0.056
H 0.220 -2.812 0.157
H -0.849 -4.154 -0.194
H -2.100 -0.691 4.944
H -2.433 -0.606 3.253
H -0.775 -0.262 3.772
O -0.879 -0.669 0.431
S -2.208 -0.677 -0.287
O -2.386 -1.506 -1.429
O -3.361 -1.079 0.845
C -4.610 -1.449 0.433
C -5.673 -0.910 1.418
C -2.704 1.105 -0.648
H -4.590 -2.509 0.686
H -4.926 -1.412 -0.609
H -6.696 -1.179 1.154
H -5.881 0.155 1.308
H -5.340 -1.158 2.425
H -3.755 1.295 -0.429
H -2.406 1.271 -1.684
H -2.000 1.725 -0.093
O -0.959 0.572 -1.728
S -0.400 1.793 -1.188
O -1.205 2.755 -0.450
O 0.870 1.350 -0.214
C 1.640 0.170 -0.529
C 1.399 -1.009 0.361
C 0.475 2.669 -2.512
H 2.659 0.385 -0.209
H 1.679 -0.039 -1.598
H 2.021 -1.836 0.019
H 0.379 -1.393 0.400
H 1.669 -0.868 1.407
H 1.531 2.867 -2.333
H -0.034 3.615 -2.698
H 0.258 1.930 -3.283
O -1.870 3.223 -3.179
H -2.599 2.629 -3.001
H -1.249 2.697 -3.684
C 2.302 3.051 -3.994
C 3.448 3.028 -5.058
O 4.269 2.083 -4.430
C 3.574 1.358 -3.499
O 3.916 0.309 -2.853
O 2.361 1.871 -3.241
H 1.337 3.194 -4.480
H 2.423 3.988 -3.450
H 4.057 3.931 -5.008
H 3.117 2.879 -6.085
C 2.543 0.138 3.374
C 2.844 1.091 2.178
O 3.808 0.405 1.418
C 4.447 -0.454 2.222
O 5.557 -1.017 2.034
O 3.649 -0.763 3.290
H 1.558 -0.312 3.247
H 2.747 0.598 4.341
H 3.213 2.084 2.436
H 2.048 1.212 1.443
*
```

Summary:
Orbital gap in hartree: 0.3466
LUMO in Ha: -0.0123
HOMO energy in eV: -9.767

***

# 4
Density functional theory data (wB97M-V/def2-TZVPD) for a 2-piece molecular cluster, C15H35BF3N4O6 overall at a distorted geometry.

Structure (ORCA input):
```
! wB97M-V def2-TZVPD RIJCOSX def2/J DEFGRID3
* xyz 1 1
C -3.441 -4.268 -2.805
O -3.688 -3.220 -1.844
B -2.601 -2.778 -1.190
O -1.934 -3.598 -0.325
N -2.104 -1.331 -1.318
C -2.728 -0.553 -2.458
C -2.440 -1.160 -3.842
C -2.229 -0.032 -4.874
C -1.284 -0.367 -6.033
N -1.525 -1.659 -6.673
C -0.704 -2.742 -6.196
N 0.541 -2.746 -6.101
N -1.397 -3.933 -5.843
C -0.598 -1.223 -1.374
C -0.123 -0.619 -0.043
O -0.461 -1.426 1.044
C 1.375 -0.305 -0.050
F 1.598 0.646 0.824
F 1.771 0.134 -1.216
F 2.081 -1.330 0.309
H -3.651 -3.913 -3.807
H -4.085 -5.110 -2.570
H -2.412 -4.640 -2.785
H -1.469 -4.307 -0.795
H -2.384 -0.851 -0.453
H -3.796 -0.466 -2.286
H -2.326 0.456 -2.396
H -3.341 -1.690 -4.133
H -1.630 -1.892 -3.822
H -3.193 0.324 -5.226
H -1.789 0.825 -4.356
H -0.252 -0.223 -5.702
H -1.455 0.392 -6.795
H -1.516 -1.588 -7.682
H 0.898 -1.839 -6.410
H -1.630 -3.940 -4.863
H -2.222 -4.031 -6.423
H -0.316 -0.529 -2.158
H -0.121 -2.178 -1.576
H -0.641 0.330 0.106
H -0.044 -2.290 0.910
C 1.089 0.752 3.855
O 2.158 1.502 4.380
C 2.733 2.392 3.435
C 3.276 3.633 4.112
O 2.282 4.563 4.519
C 1.454 4.211 5.622
C 2.156 4.246 6.964
O 3.020 3.131 7.117
C 4.162 3.421 7.896
H 1.447 0.035 3.112
H 0.625 0.210 4.677
H 0.333 1.409 3.405
H 1.993 2.688 2.681
H 3.557 1.865 2.936
H 3.878 4.170 3.375
H 3.940 3.377 4.937
H 0.959 3.253 5.457
H 0.673 4.975 5.643
H 1.404 4.202 7.762
H 2.713 5.185 7.054
H 4.693 4.298 7.507
H 4.830 2.563 7.840
H 3.887 3.589 8.943
*
```

Summary:
Orbital gap in hartree: 0.2771
LUMO in Ha: -0.1102
HOMO energy in eV: -10.539

***

For reference, E by record: -45350.37561 -76227.79201 -81358.76122 -43190.38567 eV.